# 1
Formula: CH23LiO11
Source: the Open Molecules 2025 dataset
Level of theory: the ωB97M-V functional and the def2-TZVPD basis

Cartesian coordinates (Å):
Li 1.4828 1.0464 2.2018
C 0.1508 -0.1276 0.2458
O -0.3992 0.4814 1.4468
H 1.1778 -0.0806 0.3578
H -0.1492 0.3994 -0.6312
H -0.1492 -1.1236 0.1758
O -2.4112 -1.4026 -1.4152
H -2.5042 -1.4136 -0.4482
H -1.5202 -1.7616 -1.5952
O -0.9582 -3.8616 1.7938
H -1.5392 -3.2966 1.4918
H -1.4192 -4.6326 1.8908
O 2.5378 2.0744 0.7278
H 2.7548 2.9914 0.8018
H 2.7278 1.9764 -0.2632
O 2.6328 -1.3886 -1.8222
H 3.0068 -1.3936 -2.8502
H 2.6098 -0.4616 -1.5522
O -1.2112 1.3344 4.2088
H -0.8292 1.0474 3.2788
H -2.1232 0.9964 4.3258
O 2.9448 1.1574 -1.8072
H 1.9098 1.2784 -1.9102
H 3.1678 1.2954 -2.7342
O 0.6558 2.3714 -2.1012
H 0.9698 3.1924 -1.8482
H -0.2282 2.1634 -1.8242
O -2.0542 2.3874 0.5328
H -3.0152 2.3534 0.6278
H -1.6152 1.5364 0.8918
O -0.0472 -2.2666 -2.0382
H 0.8998 -1.9676 -2.0302
H -0.2842 -1.8806 -2.8492
O -2.3882 -1.4646 1.5048
H -3.1102 -0.8806 1.7408
H -1.6732 -0.6796 1.4768

## Properties
orbital gap: 8.524 eV
largest force on an atom: 7.333 eV/Å
HOMO: -9.18 eV
ΔE to the lowest compared entry with this formula, charge and spin: 0.0 kcal per mole
LUMO: -0.66 eV

natural (NBO) atomic charge list, values in e, 4 entries: 0.964, -0.235, -1.080, 0.107

# 2
Formula: C3H9N3O3
Source: the Open Molecules 2025 dataset
Level of theory: the ωB97M-V functional and the def2-TZVPD basis

Cartesian coordinates (Å):
C 2.7913 -0.9600 0.0941
C -0.6709 -0.4316 0.2024
C -0.9708 1.7401 -0.7780
H 2.9629 -1.4918 -0.8461
H 3.6379 -0.2146 0.0013
H 2.8915 -1.7106 1.0051
H -1.4075 -2.1846 -0.2800
H -3.5934 -0.6894 0.1042
H -0.2505 1.8794 -1.5892
H -1.8702 1.3407 -1.2313
H -1.2673 2.7920 -0.4382
H 0.9992 1.3531 1.1401
N 0.4860 -0.9932 0.1906
N -1.7747 -1.2346 -0.1814
N -0.7432 0.9020 0.3859
O 1.6176 -0.1489 0.0319
O -2.9113 -1.2689 0.6674
O 0.0735 1.3208 1.5213

## Properties
orbital gap: 9.652 eV
largest force on an atom: 3.526 eV/Å
HOMO: -8.88 eV
ΔE to the lowest compared entry with this formula, charge and spin: 180.6 kcal per mole
LUMO: 0.77 eV
structure (SMILES): CO/N=C(/NO)N(C)O

natural (NBO) atomic charge list, values in e, 4 entries: -0.259, 0.465, -0.432, 0.179

# 3
Formula: C30H33BO3
Source: the Open Molecules 2025 dataset
Level of theory: the ωB97M-V functional and the def2-TZVPD basis

Cartesian coordinates (Å):
C -3.7049 -0.2322 -2.9276
C -2.5992 -1.2660 -3.1296
C -3.0073 -2.1384 -4.3004
O -1.4071 -0.6100 -3.4378
B -0.7093 -0.4740 -2.1524
C 0.8148 -1.0872 -2.4338
C 1.5488 -1.5230 -1.3377
C 2.8514 -2.0376 -1.5051
C 3.3902 -2.1419 -2.7947
C 2.6255 -1.7489 -3.9050
C 1.3270 -1.2280 -3.7083
C -0.4476 1.0646 -1.6302
C -0.5235 2.0795 -2.6884
C -0.1920 1.3771 -0.2394
O -1.3441 -1.2658 -1.1141
C -2.2550 -2.0814 -1.7954
C -3.4544 -2.3506 -0.8977
C -1.5753 -3.4045 -2.1160
H -4.6580 -0.7532 -2.7781
H -3.4973 0.4237 -2.0746
H -3.7925 0.3857 -3.8303
H -3.9334 -2.6716 -4.0566
H -3.1980 -1.5074 -5.1756
H -2.2271 -2.8627 -4.5504
H 1.1037 -1.4821 -0.3394
H 3.4090 -2.3638 -0.6199
H 4.3990 -2.5447 -2.9352
H 3.0105 -1.8547 -4.9210
H 0.7315 -0.9448 -4.5828
H -0.5964 1.7305 -3.7532
H -1.3371 2.8333 -2.5923
H 0.4340 2.6228 -2.6327
H -0.4618 2.4527 -0.0960
H -0.8253 0.6971 0.3936
H -4.1625 -2.9974 -1.4294
H -3.1309 -2.8635 0.0172
H -3.9590 -1.4202 -0.6126
H -2.3081 -4.1163 -2.5056
H -0.7721 -3.2760 -2.8461
H -1.1357 -3.8279 -1.2075
C 0.6406 -1.4451 6.8952
C 0.7019 -2.0475 5.6294
C 0.8696 -1.2637 4.4934
C 1.0177 0.1475 4.5773
C 1.1627 0.9912 3.3926
O 1.1315 2.3279 3.7178
C 1.4555 3.2570 2.7355
C 1.4605 2.8638 1.3950
C 1.9538 3.8340 0.5256
C 2.2426 5.1475 0.9450
C 2.1347 5.5079 2.2776
C 1.7400 4.5520 3.2104
C 1.0321 1.4801 0.8843
C 1.0729 0.6208 2.0802
C 0.9189 0.7285 5.8720
C 0.7526 -0.0494 7.0072
H 0.5045 -2.0580 7.7961
H 0.6335 -3.1254 5.5373
H 0.9135 -1.7509 3.5191
H 2.0769 3.6007 -0.5331
H 2.5453 5.9169 0.2323
H 2.3153 6.5169 2.6312
H 1.6652 4.7619 4.2768
H 1.8867 1.0934 0.1880
H 1.0209 -0.4548 2.0040
H 0.9943 1.8108 5.9808
H 0.7263 0.4448 7.9711

## Properties
orbital gap: 6.872 eV
largest force on an atom: 4.448 eV/Å
HOMO: -8.24 eV
ΔE to the lowest compared entry with this formula, charge and spin: 8.7 kcal per mole
LUMO: -1.37 eV

natural (NBO) atomic charge list, values in e, 4 entries: -0.636, 0.255, -0.624, -0.737

# 4
Formula: C4H5HgLiO2
Source: the Open Molecules 2025 dataset
Level of theory: the ωB97M-V functional and the def2-TZVPD basis

Cartesian coordinates (Å):
H -3.8870 -1.7929 0.3820
C -1.1506 -0.0094 -0.2458
C -0.2930 1.0818 0.2580
C 1.0326 0.9967 0.4808
C 1.8512 -0.1966 0.2287
O 3.0655 -0.1568 0.3533
Li 4.6104 -1.1669 0.0998
H -0.7343 -1.0332 -0.2604
H -0.7915 2.0498 0.3479
H 1.5947 1.8969 0.7394
H 1.3733 -1.1120 -0.1605
O -2.1324 0.2513 -0.9318
Hg -4.5388 -0.8088 -1.2914

## Properties
orbital gap (alpha / beta): 4.396 / 6.542 eV
expectation value of S²: 0.767
largest force on an atom: 2.411 eV/Å
HOMO (alpha / beta): -9.62 / -11.76 eV
charge: +1
multiplicity: 2
ΔE to the lowest compared entry with this formula, charge and spin: 0.0 kcal per mole
LUMO (alpha / beta): -5.23 / -5.22 eV

natural (NBO) atomic charge list, values in e, 4 entries: -0.340, 0.365, -0.124, -0.306

# 5
Formula: C3H6S2
Source: the Open Molecules 2025 dataset
Level of theory: the ωB97M-V functional and the def2-TZVPD basis

Cartesian coordinates (Å):
C -0.4492 -0.1291 -0.1480
C -0.4012 0.5300 1.1004
C 0.8464 0.5056 -0.6102
H 0.3650 -2.5670 -0.5813
H -1.2823 0.1076 -0.6775
H -1.4398 0.8607 1.3830
H -0.0296 -0.2657 1.8353
H 1.8791 0.1324 -0.3633
H 1.0326 0.4898 -1.6950
S -0.9983 -1.7328 -0.5727
S 0.4775 2.0685 0.3294

## Properties
orbital gap: 9.623 eV
largest force on an atom: 5.731 eV/Å
HOMO: -9.05 eV
ΔE to the lowest compared entry with this formula, charge and spin: 76.0 kcal per mole
LUMO: 0.58 eV

natural (NBO) atomic charge list, values in e, 4 entries: -0.430, -0.462, -0.495, 0.124